{
  "formula": "C28H51F5GaN4O4SSbTe",
  "method": "wB97M-V/def2-TZVPD",
  "symbols": ["Ga", "C", "O", "C", "C", "C", "C", "C", "C", "O", "C", "O", "C", "H", "H", "H", "H", "H", "H", "H", "H", "H", "F", "Te", "F", "F", "F", "F", "O", "C", "C", "C", "Sb", "C", "C", "C", "C", "C", "C", "H", "H", "H", "H", "H", "H", "H", "H", "H", "H", "H", "H", "H", "H", "H", "H", "H", "H", "H", "H", "H", "C", "N", "C", "C", "N", "C", "S", "H", "H", "H", "H", "H", "H", "H", "H", "C", "C", "N", "C", "C", "N", "C", "C", "H", "H", "H", "H", "H", "H", "H", "H", "H", "H", "H", "H", "H"],
  "positions_angstrom": [[0.73904, -0.05700, 0.86855], [-5.20219, 1.63465, -1.92078], [-4.46535, 2.84998, -1.78482], [-3.25702, 2.80581, -1.22948], [-2.59154, 4.05785, -1.14830], [-1.34712, 4.10937, -0.61829], [-0.68192, 2.94848, -0.12013], [0.62092, 3.04716, 0.42034], [1.35579, 4.36052, 0.45136], [1.23702, 2.06213, 0.92566], [-1.37260, 1.70326, -0.19038], [-0.88801, 0.56835, 0.23616], [-2.65606, 1.65472, -0.75798], [-6.14039, 1.91033, -2.38982], [-5.39399, 1.19010, -0.94327], [-4.66383, 0.92857, -2.55420], [-3.09524, 4.93792, -1.52090], [-0.84800, 5.06692, -0.56630], [0.89659, 5.03000, 1.18241], [1.33325, 4.86603, -0.51240], [2.38743, 4.18311, 0.74456], [-3.12872, 0.68569, -0.81486], [0.68377, -1.40505, -0.70846], [-0.70468, -2.90740, 0.56712], [-2.12490, -2.70304, 1.77669], [-1.75148, -1.89674, -0.58040], [-1.79478, -4.32856, -0.08170], [-0.14200, -4.24002, 1.83698], [0.18880, -1.71401, 1.66611], [5.98968, 1.33878, 0.67601], [4.50829, 1.47078, 1.02294], [4.28368, 1.29267, 2.52032], [3.20638, 0.14667, -0.07114], [4.28952, -1.67815, -0.39147], [5.42669, -1.56307, -1.40212], [4.73588, -2.24968, 0.95141], [2.92633, 1.16747, -1.95098], [2.26499, 0.28792, -3.00562], [4.22150, 1.80144, -2.45256], [6.55925, 2.11172, 1.19738], [6.18989, 1.44465, -0.38812], [6.38857, 0.37641, 0.99949], [4.14677, 2.45851, 0.72582], [4.59379, 0.29989, 2.85580], [3.23289, 1.43359, 2.77638], [4.86879, 2.02505, 3.08243], [3.51884, -2.33054, -0.81059], [6.18604, -0.84418, -1.09530], [5.06379, -1.27812, -2.38920], [5.92032, -2.53305, -1.50102], [5.52362, -1.64610, 1.40485], [5.13974, -3.25465, 0.81153], [3.90769, -2.32451, 1.66054], [2.23598, 1.96983, -1.67193], [2.91415, -0.54343, -3.29172], [2.09035, 0.88497, -3.90324], [1.31515, -0.12366, -2.66696], [4.97267, 1.05460, -2.70867], [4.65387, 2.49422, -1.73119], [4.00762, 2.37066, -3.36025], [-0.27053, -5.66226, -3.24216], [-0.06778, -6.21826, -1.91496], [-0.54388, -7.56792, -1.56774], [-0.24365, -7.67234, -0.05828], [0.40355, -6.38548, 0.21892], [0.37834, -5.60510, -0.84388], [0.97327, -3.93823, -0.86137], [0.52465, -5.97512, -3.91811], [-0.29756, -4.57796, -3.18455], [-1.22417, -6.02461, -3.62143], [-0.01859, -8.31784, -2.15700], [-1.60916, -7.62810, -1.79023], [0.43394, -8.49061, 0.17387], [-1.14819, -7.77776, 0.53776], [0.47521, -5.97344, 1.13833], [0.39673, -0.38380, 5.53236], [0.99381, -0.39787, 4.11147], [0.20271, 0.46654, 3.21155], [0.35068, 1.87322, 3.63046], [0.09860, 2.01545, 5.14406], [-0.57419, 0.75864, 5.60564], [-1.76289, 0.48061, 4.73354], [-1.23432, 0.10677, 3.33777], [1.15134, -0.22365, 6.29998], [-0.15512, -1.29327, 5.76294], [0.97748, -1.40867, 3.71142], [2.02232, -0.03944, 4.11286], [-0.35814, 2.46840, 3.05646], [1.34719, 2.22418, 3.38400], [-0.55447, 2.85355, 5.37876], [1.01993, 2.11656, 5.71536], [-0.88405, 0.87314, 6.56951], [-2.37938, 1.37816, 4.73854], [-2.32467, -0.33470, 5.18529], [-1.78694, 0.63216, 2.56059], [-1.34058, -0.95635, 3.14635]],
  "forces_ev_per_a": [[-0.0888, -0.0941, -0.5394], [0.0152, 0.0102, 0.0011], [0.0021, -0.0067, 0.0112], [0.0020, 0.0294, -0.0117], [-0.0250, -0.0162, -0.0086], [0.0353, -0.0116, 0.0181], [-0.1306, 0.0506, -0.0415], [0.1229, -0.0287, 0.1344], [0.0059, 0.0068, 0.0009], [0.0099, 0.0091, 0.0065], [-0.0474, 0.0163, -0.1231], [-0.0217, -0.0607, 0.3674], [0.0121, 0.0071, 0.0539], [0.0035, -0.0027, -0.0019], [-0.0049, -0.0036, -0.0010], [-0.0046, -0.0025, 0.0007], [-0.0037, -0.0036, -0.0082], [0.0064, -0.0038, -0.0008], [-0.0094, 0.0080, -0.0202], [0.0088, -0.0037, -0.0101], [0.0011, -0.0025, 0.0065], [-0.0008, -0.0022, 0.0001], [0.2638, 0.3314, 0.0681], [-0.2905, -0.7557, 0.5937], [-0.1335, 0.0951, -0.0604], [0.0651, -0.0506, -0.0848], [0.1019, 0.0400, -0.0305], [0.0357, 0.0326, 0.0035], [0.2534, 0.2984, -0.2678], [-0.0270, -0.0378, -0.0053], [0.0511, -0.0530, 0.0324], [-0.0070, 0.0442, 0.0303], [0.1054, -0.0022, 0.1170], [-0.1426, -0.1009, -0.1239], [0.0002, 0.0085, 0.0392], [-0.0116, 0.0090, 0.0013], [0.0130, 0.0663, 0.0403], [0.0553, -0.0625, 0.0579], [-0.0653, 0.0245, -0.0060], [-0.0188, 0.0095, 0.0037], [-0.0017, 0.0203, -0.0321], [-0.0009, -0.0004, -0.0058], [0.0042, 0.0008, -0.0134], [-0.0071, -0.0040, -0.0002], [-0.0335, 0.0017, 0.0202], [0.0052, -0.0084, -0.0039], [-0.0154, -0.0027, 0.0276], [0.0021, -0.0062, 0.0099], [0.0107, 0.0134, -0.0123], [-0.0085, -0.0002, -0.0074], [-0.0048, 0.0000, 0.0165], [0.0111, 0.0028, -0.0089], [-0.0020, -0.0110, 0.0099], [-0.0187, -0.0342, -0.0007], [-0.0163, 0.0021, 0.0031], [-0.0241, -0.0165, -0.0079], [-0.0043, -0.0102, 0.0011], [0.0210, -0.0245, 0.0053], [0.0206, 0.0116, 0.0181], [0.0109, -0.0076, -0.0060], [0.0129, 0.0045, -0.0214], [-0.0926, 0.0394, 0.0204], [0.0370, -0.0323, -0.0096], [0.0203, -0.0199, -0.0107], [-0.0812, -0.0354, 0.0035], [0.0904, 0.1488, 0.1008], [-0.0705, 0.1497, -0.2934], [-0.0074, -0.0246, 0.0023], [0.0117, -0.0034, -0.0019], [-0.0090, 0.0183, -0.0010], [0.0213, 0.0130, -0.0021], [0.0099, -0.0272, -0.0112], [-0.0181, -0.0100, 0.0040], [-0.0028, 0.0151, -0.0028], [0.0150, -0.0079, 0.0249], [0.0461, -0.0210, 0.0060], [-0.0771, -0.0010, -0.0403], [-0.1426, 0.0506, 0.0538], [0.0210, -0.0636, -0.0363], [0.0116, 0.0435, -0.0235], [0.0131, 0.0084, 0.0407], [-0.0462, -0.0417, -0.0298], [0.0958, 0.0090, -0.1124], [-0.0056, -0.0181, 0.0100], [-0.0235, 0.0135, -0.0107], [0.0224, 0.0102, 0.0120], [0.0172, 0.0278, 0.0224], [-0.0151, 0.0023, 0.0031], [0.0468, 0.0285, -0.0083], [0.0001, -0.0041, 0.0111], [-0.0026, -0.0098, 0.0065], [0.0092, 0.0069, -0.0074], [0.0153, 0.0077, -0.0065], [-0.0067, 0.0149, 0.0108], [-0.0225, -0.0066, 0.0229], [0.0209, -0.0039, 0.0183]],
  "charge": 2,
  "lumo_ev": -5.81,
  "e_above_lowest_ev": 0.8628
}